Record 1
Formula: C36H99N9O9
Source: the Open Molecules 2025 dataset
Level of theory: wB97M-V/def2-TZVPD

Each line ends with the Löwdin charge.
CARTESIAN COORDINATES (ANGSTROEM)
1 C 1.677 5.986 6.392  -0.124
2 O 0.648 5.372 5.664  -0.186
3 C 1.098 4.260 4.910  -0.208
4 C 2.004 4.603 3.749  -0.439
5 C 1.349 5.582 2.782  -0.060
6 N 2.343 3.330 3.095  0.045
7 H 1.254 6.686 7.111  0.086
8 H 2.364 6.527 5.731  0.083
9 H 2.254 5.254 6.975  0.091
10 H 1.617 3.551 5.564  0.117
11 H 0.196 3.829 4.468  0.124
12 H 2.964 5.065 3.997  0.133
13 H 2.023 5.817 1.955  0.070
14 H 1.085 6.535 3.248  0.075
15 H 0.448 5.162 2.322  0.070
16 H 3.188 3.409 2.550  0.050
17 H 1.597 3.078 2.453  0.013
18 C -7.097 4.373 0.513  -0.108
19 O -5.897 4.153 1.225  -0.204
20 C -5.709 2.791 1.594  -0.209
21 C -4.410 2.692 2.359  -0.441
22 C -3.248 3.192 1.508  -0.058
23 N -4.184 1.300 2.745  0.043
24 H -7.900 4.634 1.207  0.087
25 H -7.364 3.523 -0.123  0.086
26 H -6.926 5.217 -0.158  0.087
27 H -6.591 2.437 2.135  0.129
28 H -5.554 2.238 0.656  0.131
29 H -4.426 3.376 3.223  0.143
30 H -2.336 3.257 2.110  0.059
31 H -3.420 4.225 1.209  0.085
32 H -3.093 2.552 0.641  0.069
33 H -3.307 1.183 3.241  0.055
34 H -4.874 1.005 3.430  0.072
35 C 2.025 1.765 -4.221  -0.107
36 O 2.374 2.917 -3.485  -0.156
37 C 2.851 2.598 -2.211  -0.241
38 C 2.936 3.856 -1.371  -0.426
39 C 4.052 4.819 -1.831  -0.053
40 N 3.001 3.597 0.077  0.042
41 H 2.836 1.036 -4.302  0.071
42 H 1.742 2.030 -5.238  0.066
43 H 1.152 1.325 -3.719  0.090
44 H 2.120 1.926 -1.710  0.112
45 H 3.770 1.986 -2.172  0.135
46 H 2.021 4.416 -1.587  0.137
47 H 3.680 5.602 -2.493  0.070
48 H 4.802 4.284 -2.425  0.072
49 H 4.547 5.329 -1.007  0.068
50 H 2.168 3.028 0.254  0.017
51 H 3.793 2.971 0.224  0.080
52 C -5.187 -6.302 4.036  -0.092
53 O -4.242 -5.672 4.896  -0.193
54 C -3.863 -4.397 4.463  -0.246
55 C -2.767 -3.846 5.361  -0.439
56 C -2.302 -2.485 4.891  -0.080
57 N -1.609 -4.754 5.380  0.037
58 H -4.899 -7.354 4.011  0.087
59 H -5.042 -5.965 3.003  0.084
60 H -6.197 -6.115 4.389  0.087
61 H -3.428 -4.481 3.450  0.126
62 H -4.714 -3.701 4.409  0.131
63 H -3.107 -3.768 6.396  0.143
64 H -1.776 -2.513 3.937  0.072
65 H -1.597 -2.066 5.615  0.075
66 H -3.110 -1.747 4.914  0.075
67 H -1.372 -5.022 4.432  0.068
68 H -1.785 -5.596 5.909  0.067
69 C 3.986 0.584 -6.945  -0.115
70 O 3.832 -0.787 -7.236  -0.175
71 C 2.485 -1.227 -7.364  -0.194
72 C 1.964 -1.731 -6.029  -0.427
73 C 2.756 -2.909 -5.470  -0.048
74 N 0.502 -1.915 -6.033  0.049
75 H 3.097 1.215 -6.981  0.078
76 H 4.760 0.987 -7.603  0.088
77 H 4.407 0.735 -5.941  0.079
78 H 1.862 -0.475 -7.853  0.118
79 H 2.555 -2.093 -8.037  0.130
80 H 2.151 -0.900 -5.333  0.119
81 H 3.726 -2.553 -5.117  0.083
82 H 2.928 -3.717 -6.186  0.080
83 H 2.230 -3.338 -4.614  0.064
84 H 0.237 -2.729 -6.586  0.085
85 H 0.238 -2.185 -5.089  0.057
86 C -1.018 4.005 -6.088  -0.105
87 O -1.509 2.884 -5.395  -0.171
88 C -1.216 1.651 -5.988  -0.234
89 C -1.721 1.421 -7.407  -0.457
90 C -3.209 1.618 -7.538  -0.069
91 N -1.379 0.056 -7.855  0.043
92 H 0.078 3.948 -6.206  0.091
93 H -1.216 4.884 -5.482  0.091
94 H -1.433 4.094 -7.094  0.080
95 H -0.144 1.381 -5.974  0.097
96 H -1.665 0.889 -5.340  0.130
97 H -1.257 2.132 -8.098  0.127
98 H -3.535 2.620 -7.248  0.078
99 H -3.800 0.949 -6.903  0.084
100 H -3.507 1.463 -8.576  0.082
101 H -2.136 -0.507 -7.472  0.062
102 H -0.548 -0.315 -7.400  0.013
103 C 2.081 -6.453 -4.256  -0.128
104 O 1.399 -5.615 -3.377  -0.189
105 C 0.627 -6.259 -2.384  -0.214
106 C -0.860 -5.931 -2.520  -0.441
107 C -1.060 -4.420 -2.432  -0.065
108 N -1.662 -6.603 -1.506  0.031
109 H 2.640 -7.266 -3.767  0.089
110 H 2.826 -5.880 -4.807  0.073
111 H 1.452 -6.962 -5.001  0.092
112 H 0.763 -7.347 -2.412  0.120
113 H 0.969 -5.911 -1.400  0.127
114 H -1.195 -6.311 -3.489  0.141
115 H -2.062 -4.171 -2.083  0.079
116 H -0.970 -3.963 -3.419  0.068
117 H -0.310 -3.975 -1.776  0.071
118 H -1.418 -6.312 -0.565  0.072
119 H -1.538 -7.609 -1.535  0.069
120 C -0.900 -0.669 -1.906  -0.112
121 O -0.390 0.338 -1.083  -0.199
122 C -0.936 0.368 0.232  -0.187
123 C 0.130 0.898 1.159  -0.365
124 C -0.207 0.834 2.643  -0.047
125 N 0.317 2.361 0.822  0.033
126 H -0.854 -1.667 -1.461  0.068
127 H -0.420 -0.651 -2.886  0.074
128 H -1.959 -0.474 -2.153  0.099
129 H -1.824 1.004 0.236  0.108
130 H -1.269 -0.648 0.493  0.128
131 H 1.125 0.495 0.968  0.143
132 H -1.005 1.524 2.917  0.056
133 H 0.698 1.089 3.197  0.059
134 H -0.494 -0.162 2.991  0.072
135 H 0.245 2.361 -0.200  0.073
136 H -0.563 2.835 1.042  0.055
137 C 3.036 0.043 5.755  -0.114
138 O 2.834 -0.336 7.092  -0.188
139 C 2.576 -1.719 7.228  -0.218
140 C 3.868 -2.506 7.447  -0.449
141 C 3.625 -4.002 7.446  -0.066
142 N 4.546 -2.079 8.690  0.035
143 H 2.125 -0.107 5.159  0.078
144 H 3.856 -0.500 5.269  0.086
145 H 3.266 1.106 5.691  0.081
146 H 1.971 -1.836 8.135  0.130
147 H 1.975 -2.107 6.397  0.121
148 H 4.572 -2.213 6.660  0.129
149 H 4.579 -4.525 7.379  0.078
150 H 3.092 -4.307 6.543  0.077
151 H 3.066 -4.290 8.336  0.079
152 H 4.458 -1.067 8.722  0.064
153 H 4.032 -2.430 9.493  0.065

LUMO (eV): 0.2
ΔE to the lowest compared entry with this formula, charge and spin (eV): 1.7460
Charge: 0
E_HOMO (eV): -8.652
SMILES: COC[C@H](C)N.COC[C@H](C)N.COC[C@H](C)N.COC[C@H](C)N.COC[C@H](C)N.COC[C@H](C)N.COC[C@H](C)N.COC[C@H](C)N.COC[C@H](C)N

=====

Record 2
Formula: C28H47AsN2O4SSi3Sr
Source: the Open Molecules 2025 dataset
Level of theory: wB97M-V/def2-TZVPD

Each line ends with the Löwdin charge.
CARTESIAN COORDINATES (ANGSTROEM)
1 Sr 0.184 0.065 0.092  1.307
2 C -1.131 -1.451 -2.948  -0.084
3 O -0.249 -1.714 -1.867  -0.324
4 C 0.872 -2.514 -2.217  -0.189
5 C 1.918 -2.359 -1.135  -0.176
6 O 2.293 -0.982 -1.051  -0.325
7 C 3.690 -0.748 -0.939  -0.067
8 H -1.579 -2.380 -3.315  0.098
9 H -0.602 -0.950 -3.764  0.090
10 H -1.912 -0.792 -2.569  0.087
11 H 1.275 -2.187 -3.183  0.130
12 H 0.571 -3.565 -2.304  0.137
13 H 2.775 -2.991 -1.380  0.139
14 H 1.534 -2.680 -0.159  0.133
15 H 4.222 -1.168 -1.798  0.097
16 H 4.090 -1.181 -0.017  0.096
17 H 3.835 0.331 -0.923  0.096
18 O 2.907 -1.837 2.369  0.022
19 C 2.109 -0.901 2.294  -0.664
20 O 0.836 -0.969 2.210  -0.217
21 C 2.705 0.501 2.242  -0.202
22 C 3.865 0.823 2.942  0.000
23 C 4.349 2.111 2.856  -0.055
24 C 3.685 3.036 2.054  -0.057
25 C 2.559 2.627 1.368  -0.120
26 N 2.075 1.388 1.465  0.042
27 H 4.348 0.055 3.528  0.120
28 H 5.237 2.403 3.403  0.107
29 H 4.033 4.055 1.963  0.104
30 H 2.007 3.305 0.725  0.112
31 S -1.175 4.932 -1.033  0.970
32 C -1.828 4.673 0.519  -0.450
33 C -1.664 3.384 0.936  -0.263
34 C -0.980 2.520 0.017  -0.255
35 C -0.644 3.249 -1.095  -0.562
36 C 0.110 2.790 -2.260  -0.299
37 C 0.330 3.601 -3.385  -0.043
38 C 1.065 3.127 -4.444  -0.067
39 C 1.587 1.838 -4.386  -0.070
40 C 1.327 1.099 -3.250  -0.159
41 N 0.610 1.539 -2.216  0.052
42 H -2.304 5.487 1.044  0.055
43 H -2.021 3.062 1.906  0.065
44 H -0.086 4.599 -3.409  0.081
45 H 1.237 3.751 -5.312  0.108
46 H 2.179 1.425 -5.190  0.099
47 H 1.725 0.095 -3.150  0.089
48 C -4.707 -2.345 -1.761  -0.216
49 Si -3.930 -3.030 -0.196  0.244
50 C -5.217 -4.018 0.741  -0.211
51 C -2.524 -4.179 -0.668  -0.208
52 As -2.999 -1.232 0.985  0.817
53 Si -2.717 -2.003 3.187  0.247
54 C -4.337 -2.444 4.024  -0.210
55 C -1.886 -0.653 4.171  -0.206
56 C -1.600 -3.496 3.097  -0.208
57 Si -4.753 0.330 1.068  0.248
58 C -4.645 1.304 -0.521  -0.210
59 C -4.483 1.427 2.560  -0.214
60 C -6.453 -0.450 1.227  -0.215
61 H -5.029 -3.161 -2.414  0.036
62 H -3.997 -1.730 -2.315  0.006
63 H -5.579 -1.731 -1.537  0.012
64 H -5.688 -4.763 0.094  0.034
65 H -5.997 -3.370 1.145  0.016
66 H -4.752 -4.547 1.575  0.019
67 H -2.854 -4.904 -1.417  0.037
68 H -2.162 -4.730 0.200  0.019
69 H -1.687 -3.615 -1.078  -0.002
70 H -5.050 -1.620 3.958  0.010
71 H -4.154 -2.642 5.083  0.033
72 H -4.799 -3.332 3.591  0.012
73 H -2.552 0.189 4.360  0.015
74 H -0.992 -0.304 3.655  0.010
75 H -1.573 -1.057 5.137  0.040
76 H -2.026 -4.296 2.491  0.009
77 H -1.420 -3.894 4.099  0.037
78 H -0.636 -3.198 2.681  0.022
79 H -3.655 1.752 -0.619  0.010
80 H -5.386 2.108 -0.527  0.037
81 H -4.830 0.669 -1.390  0.016
82 H -3.434 1.706 2.652  -0.001
83 H -4.790 0.928 3.480  0.024
84 H -5.070 2.342 2.459  0.039
85 H -6.682 -1.077 0.364  0.010
86 H -7.227 0.318 1.295  0.035
87 H -6.516 -1.073 2.121  0.015

LUMO (eV): 0.4
ΔE to the lowest compared entry with this formula, charge and spin (eV): 0.0000
Charge: 0
E_HOMO (eV): -7.503

=====

Record 3
Formula: C5H11N2O
Source: the Open Molecules 2025 dataset
Level of theory: wB97M-V/def2-TZVPD

Each line ends with the natural charge from an NBO analysis.
CARTESIAN COORDINATES (ANGSTROEM)
1 N -1.924 1.334 1.979  -0.791
2 C -1.685 0.211 1.221  0.071
3 C -0.755 0.222 0.142  -0.046
4 N -0.010 1.409 -0.280  -0.724
5 C -0.524 -1.083 -0.702  -0.438
6 C 0.798 -1.395 -1.388  -0.542
7 C 1.961 -1.113 -0.529  0.463
8 O 2.254 0.042 -0.405  -0.557
9 H -1.576 2.194 1.533  0.363
10 H -2.509 1.405 2.811  0.439
11 H -2.136 -0.706 1.467  0.234
12 H 1.007 1.182 -0.402  0.484
13 H -0.575 1.689 -1.167  0.449
14 H -0.185 2.169 0.437  0.425
15 H -1.350 -1.102 -1.421  0.243
16 H -0.544 -1.950 0.058  0.247
17 H 1.149 -1.054 -2.513  0.267
18 H 0.745 -2.492 -1.604  0.248
19 H 2.707 -1.930 -0.315  0.166

LUMO (eV): -3.4
ΔE to the lowest compared entry with this formula, charge and spin (eV): 3.2151
Charge: +1
E_HOMO (eV): -12.416
SMILES: N/C=C(\[NH3+])CCC=O

=====

Among the records above, which one has the highest E_HOMO?
C28H47AsN2O4SSi3Sr

=====

What is the charge in the second record?
0